#A
ORCA calculation (ωB97M-V/def2-TZVPD) on 8 unconnected molecules or ions with the total composition C32H48O24.

SMILES: C[C@H]1COC(=O)O1.C[C@H]1COC(=O)O1.C[C@H]1COC(=O)O1.C[C@H]1COC(=O)O1.C[C@H]1COC(=O)O1.C[C@H]1COC(=O)O1.C[C@H]1COC(=O)O1.C[C@H]1COC(=O)O1
Charge: 0
HOMO-LUMO gap: 10.3 eV

Cartesian coordinates (Å):
C1 3.57 3.15 -5.58
C2 2.38 2.83 -4.73
C3 2.60 1.94 -3.50
O1 1.75 2.50 -2.52
C4 1.44 3.80 -2.86
O2 0.79 4.51 -2.17
O3 1.98 4.05 -4.07
H1 3.79 2.29 -6.22
H2 4.47 3.44 -5.04
H3 3.32 3.90 -6.33
H4 1.52 2.42 -5.27
H5 3.65 1.91 -3.20
H6 2.23 0.94 -3.73
C5 0.09 1.53 0.38
C6 -0.04 0.29 -0.50
C7 -1.07 -0.78 -0.13
O4 -2.03 -0.71 -1.17
C8 -1.70 0.21 -2.10
O5 -2.35 0.37 -3.07
O6 -0.50 0.74 -1.81
H7 0.61 1.31 1.32
H8 -0.92 1.79 0.71
H9 0.56 2.33 -0.18
H10 0.97 -0.08 -0.68
H11 -1.56 -0.50 0.81
H12 -0.61 -1.75 0.01
C9 3.24 2.01 3.65
C10 3.16 1.67 5.11
C11 3.13 0.16 5.41
O7 4.13 -0.05 6.38
C12 4.87 1.07 6.55
O8 5.82 1.18 7.23
O9 4.38 2.07 5.76
H13 3.41 3.09 3.52
H14 2.28 1.90 3.15
H15 4.06 1.60 3.06
H16 2.31 2.17 5.57
H17 3.33 -0.40 4.50
H18 2.15 -0.07 5.81
C13 2.25 -5.19 4.10
C14 0.86 -5.10 3.47
C15 -0.11 -4.22 4.28
O10 0.09 -2.92 3.75
C16 0.74 -3.02 2.55
O11 1.03 -2.05 1.92
O12 1.03 -4.28 2.28
H19 2.85 -6.02 3.74
H20 2.13 -5.41 5.16
H21 2.80 -4.27 3.88
H22 0.42 -6.05 3.17
H23 0.27 -4.27 5.31
H24 -1.16 -4.49 4.20
C17 2.19 6.58 4.93
C18 1.30 5.36 4.75
C19 -0.19 5.79 4.77
O13 -0.65 5.57 3.43
C20 0.30 4.90 2.72
O14 0.04 4.36 1.69
O15 1.47 4.89 3.40
H25 2.05 7.07 5.90
H26 2.15 7.31 4.14
H27 3.21 6.18 4.99
H28 1.42 4.51 5.41
H29 -0.29 6.86 4.97
H30 -0.78 5.24 5.50
C21 -3.26 -3.42 -4.53
C22 -2.45 -2.31 -5.24
C23 -0.92 -2.28 -4.81
O16 -0.33 -2.93 -5.92
C24 -1.18 -3.30 -6.90
O17 -0.86 -3.88 -7.88
O18 -2.41 -2.86 -6.58
H31 -3.56 -3.16 -3.51
H32 -2.67 -4.34 -4.61
H33 -4.16 -3.64 -5.11
H34 -3.03 -1.40 -5.19
H35 -0.92 -2.94 -3.94
H36 -0.49 -1.30 -4.62
C25 -3.04 -7.57 1.59
C26 -1.86 -7.54 0.63
C27 -2.22 -7.61 -0.86
O19 -2.23 -6.24 -1.25
C28 -1.82 -5.47 -0.21
O20 -1.84 -4.29 -0.20
O21 -1.22 -6.25 0.72
H37 -3.52 -8.55 1.52
H38 -3.79 -6.86 1.24
H39 -2.74 -7.42 2.62
H40 -1.15 -8.31 0.93
H41 -3.20 -8.08 -0.92
H42 -1.45 -8.14 -1.41
C29 -4.49 3.37 -2.80
C30 -3.16 4.10 -2.85
C31 -2.06 3.61 -3.79
O22 -1.55 4.83 -4.31
C32 -2.46 5.82 -4.22
O23 -2.36 6.89 -4.70
O24 -3.47 5.39 -3.45
H43 -4.34 2.49 -2.18
H44 -4.90 3.24 -3.79
H45 -5.10 4.00 -2.15
H46 -2.70 4.18 -1.86
H47 -2.45 3.02 -4.62
H48 -1.27 3.01 -3.34

---

#B
ORCA calculation (ωB97M-V/def2-TZVPD) on 8 unconnected molecules or ions with the total composition C32H48O24.

SMILES: C[C@H]1COC(=O)O1.C[C@H]1COC(=O)O1.C[C@H]1COC(=O)O1.C[C@H]1COC(=O)O1.C[C@H]1COC(=O)O1.C[C@H]1COC(=O)O1.C[C@H]1COC(=O)O1.C[C@H]1COC(=O)O1
Charge: 0
HOMO-LUMO gap: 10.5 eV

Cartesian coordinates (Å):
C1 -4.34 -4.49 -3.64
C2 -2.95 -4.06 -4.07
C3 -2.28 -2.96 -3.17
O1 -1.08 -3.52 -2.69
C4 -0.96 -4.77 -3.15
O2 -0.05 -5.50 -2.91
O3 -2.06 -5.18 -3.79
H1 -5.13 -4.09 -4.28
H2 -4.61 -4.26 -2.61
H3 -4.44 -5.58 -3.69
H4 -3.01 -3.74 -5.10
H5 -2.98 -2.73 -2.37
H6 -2.16 -2.07 -3.79
C5 0.46 0.00 3.92
C6 0.33 0.19 5.42
C7 1.64 0.48 6.10
O4 1.43 1.73 6.74
C8 0.25 2.24 6.36
O5 -0.16 3.33 6.61
O6 -0.50 1.31 5.72
H7 -0.52 -0.15 3.44
H8 0.83 -0.97 3.58
H9 1.00 0.85 3.51
H10 -0.09 -0.76 5.78
H11 2.46 0.39 5.39
H12 1.86 -0.23 6.90
C9 0.81 -5.21 0.25
C10 2.19 -5.03 -0.34
C11 2.92 -3.74 0.04
O7 4.00 -4.20 0.82
C12 4.23 -5.53 0.54
O8 5.26 -6.06 0.72
O9 3.08 -6.06 0.11
H13 0.11 -4.47 -0.14
H14 0.86 -5.20 1.35
H15 0.36 -6.17 0.01
H16 2.18 -5.10 -1.43
H17 2.35 -3.07 0.68
H18 3.23 -3.27 -0.90
C13 1.45 -0.35 0.45
C14 0.41 0.09 -0.53
C15 -0.60 -0.95 -1.08
O10 -1.84 -0.29 -0.85
C16 -1.67 0.88 -0.20
O11 -2.66 1.48 0.14
O12 -0.40 1.12 0.07
H19 1.88 0.53 0.93
H20 2.29 -0.81 -0.06
H21 1.07 -1.01 1.24
H22 0.99 0.58 -1.31
H23 -0.49 -1.91 -0.58
H24 -0.47 -1.09 -2.15
C17 4.31 2.44 2.97
C18 3.57 3.55 2.27
C19 4.45 4.55 1.52
O13 4.08 4.40 0.15
C20 3.09 3.47 0.03
O14 2.60 3.18 -1.02
O15 2.70 3.05 1.22
H25 4.75 1.75 2.24
H26 3.64 1.85 3.60
H27 5.10 2.85 3.60
H28 2.83 4.01 2.92
H29 5.52 4.37 1.59
H30 4.25 5.57 1.85
C21 -4.47 3.70 4.48
C22 -3.04 3.27 4.48
C23 -2.67 2.13 3.50
O16 -1.41 2.59 3.04
C24 -1.18 3.88 3.38
O17 -0.21 4.48 3.06
O18 -2.25 4.37 4.04
H31 -4.87 4.13 3.56
H32 -4.70 4.50 5.21
H33 -5.18 2.93 4.81
H34 -2.68 2.98 5.47
H35 -3.36 1.98 2.66
H36 -2.71 1.21 4.09
C25 1.12 -4.45 -6.40
C26 1.86 -3.15 -6.16
C27 1.16 -1.81 -6.22
O19 1.08 -1.38 -4.85
C28 1.92 -2.13 -4.11
O20 2.12 -1.97 -2.95
O21 2.42 -3.17 -4.84
H37 0.68 -4.53 -7.39
H38 0.40 -4.58 -5.60
H39 1.91 -5.21 -6.33
H40 2.73 -3.07 -6.82
H41 0.13 -1.93 -6.55
H42 1.67 -1.10 -6.86
C29 -3.79 3.60 -2.33
C30 -3.14 4.50 -1.29
C31 -1.60 4.45 -1.23
O22 -1.22 5.81 -1.45
C32 -2.27 6.59 -1.70
O23 -2.27 7.74 -2.00
O24 -3.39 5.84 -1.64
H43 -3.64 2.55 -2.03
H44 -3.56 3.72 -3.38
H45 -4.88 3.61 -2.21
H46 -3.57 4.28 -0.31
H47 -1.13 3.70 -1.86
H48 -1.35 4.25 -0.18

---

Most stable structure - #B; separation to the second - 0.159 eV.

---

#A
ORCA calculation (ωB97M-V/def2-TZVPD) on 2 unconnected molecules or ions with the total composition C4H5F3O.

Charge: 0
HOMO-LUMO gap: 9.7 eV

Cartesian coordinates (Å):
C1 0.29 1.12 -1.18
C2 -0.59 0.00 -0.80
C3 -0.69 1.26 -0.05
C4 0.44 -1.39 0.65
O1 0.53 -0.83 1.83
F1 -1.78 2.07 -0.21
F2 1.63 -1.67 0.05
F3 -0.29 -2.53 0.60
H1 1.34 1.09 -0.93
H2 0.08 1.62 -2.11
H3 -1.32 -0.56 -1.35
H4 -0.34 1.32 0.97
H5 0.68 -1.49 2.54

---

#B
ORCA calculation (ωB97M-V/def2-TZVPD) on a single C4H5F3O molecule.

SMILES: OC(F)(F)[C@@H]1C[C@H]1F
Charge: 0
HOMO-LUMO gap: 11.1 eV

Cartesian coordinates (Å):
O1 1.18 0.51 1.20
C1 1.40 -0.16 0.01
F1 2.22 0.48 -0.84
F2 1.86 -1.41 0.14
C2 -0.24 -0.34 -0.72
C3 -1.14 0.73 -0.33
C4 -1.28 -0.61 0.33
F3 -2.38 -1.35 0.09
H1 2.05 0.85 1.39
H2 -0.03 -0.92 -1.57
H3 -0.87 1.64 0.14
H4 -1.96 1.16 -1.07
H5 -0.82 -0.58 1.23

---

#C
ORCA calculation (ωB97M-V/def2-TZVPD) on 2 unconnected molecules or ions with the total composition C4H5F3O.

Charge: 0
HOMO-LUMO gap (alpha / beta): 10.6 / 6.2 eV

Cartesian coordinates (Å):
C1 1.30 0.00 1.74
C2 0.67 -0.75 0.78
C3 0.33 -0.18 -0.37
C4 -0.73 -0.80 -1.17
O1 -0.86 2.31 -0.28
F1 -0.62 -2.13 -1.39
F2 -0.88 -0.25 -2.40
F3 -1.88 -0.62 -0.55
H1 1.49 -0.36 2.84
H2 1.44 1.12 1.53
H3 0.44 -1.85 0.94
H4 0.46 0.79 -0.55
H5 -1.16 2.73 -1.11

---

Most stable structure - #B; separation to the second - 1.111 eV.

---

#A
ORCA calculation (ωB97M-V/def2-TZVPD) on 3 unconnected molecules or ions with the total composition H6O2S2.

Charge: +1
Spin multiplicity: 2
HOMO-LUMO gap (alpha / beta): 7.8 / 4.0 eV

Cartesian coordinates (Å):
S1 1.29 0.04 1.51
S2 -0.38 -0.12 2.67
H1 1.19 -0.81 0.59
H2 -1.44 0.27 1.88
H3 -1.29 -1.80 -4.95
H4 -1.34 -1.70 -3.48
O1 -0.85 -2.17 -4.28
H5 -0.61 3.02 -2.43
H6 -0.97 1.68 -2.32
O2 -0.41 2.23 -2.74

---

#B
ORCA calculation (ωB97M-V/def2-TZVPD) on 3 unconnected molecules or ions with the total composition H6O2S2.

Charge: +1
Spin multiplicity: 2
HOMO-LUMO gap (alpha / beta): 9.4 / 6.2 eV

Cartesian coordinates (Å):
S1 1.12 0.98 1.22
S2 0.05 0.21 2.74
H1 1.49 -0.04 0.39
H2 0.21 -1.06 2.34
H3 0.02 -1.53 -1.26
H4 0.80 -1.76 -2.42
O1 0.81 -2.11 -1.53
H5 -1.84 1.07 -0.35
H6 -0.99 2.30 -0.32
O2 -1.68 1.93 -0.82

---

Most stable structure - #B; separation to the second - 1.154 eV.

---

#A
ORCA calculation (ωB97M-V/def2-TZVPD) on a single C5H6N4 molecule.

SMILES: c1cc[nH]ncnnc1
Charge: 0
HOMO-LUMO gap: 7.6 eV

Cartesian coordinates (Å):
C1 -0.16 -1.99 -0.48
C2 -1.26 -1.24 0.18
C3 -1.20 -0.19 1.04
N1 -0.13 0.66 1.38
N2 -0.19 1.86 0.75
C4 0.17 1.87 -0.53
N3 0.48 0.67 -1.16
N4 1.28 -0.08 -0.53
C5 1.08 -1.46 -0.75
H1 -0.11 -3.09 -0.41
H2 -2.28 -1.64 -0.02
H3 -2.14 0.20 1.19
H4 0.75 0.09 1.36
H5 -0.17 2.83 -1.09
H6 2.04 -2.09 -0.87

---

#B
ORCA calculation (ωB97M-V/def2-TZVPD) on a single C5H6N4 molecule.

SMILES: [H]\N=C/N=C1/C=CN/C1=N/[H]
Charge: 0
HOMO-LUMO gap: 8.5 eV

Cartesian coordinates (Å):
H1 -2.84 -0.35 -1.39
N1 -3.03 0.08 -0.48
C1 -2.17 -0.25 0.40
N2 -1.03 -1.07 0.23
C2 0.13 -0.64 0.04
C3 1.37 -1.42 -0.07
C4 2.39 -0.52 -0.12
N3 1.97 0.78 -0.01
C5 0.59 0.85 0.07
N4 -0.05 1.94 0.04
H2 -1.05 1.79 0.05
H3 -2.30 -0.07 1.47
H4 1.40 -2.50 -0.19
H5 3.45 -0.72 -0.25
H6 2.57 1.58 -0.16

---

Most stable structure - #B; separation to the second - 4.327 eV.

---

#A
ORCA calculation (ωB97M-V/def2-TZVPD) on 4 unconnected molecules or ions with the total composition C6H21NO5.

SMILES: COCCNCCOC.O.O.O
Charge: 0
HOMO-LUMO gap: 9.8 eV

Cartesian coordinates (Å):
C1 -3.12 -10.98 7.81
O1 -4.12 -10.10 7.35
C2 -3.94 -8.81 7.86
C3 -5.13 -7.92 7.55
N1 -6.23 -8.18 8.39
C4 -7.58 -8.16 7.90
C5 -8.14 -6.69 7.84
O2 -7.73 -6.07 9.00
C6 -8.01 -4.73 9.00
H1 -2.11 -10.65 7.40
H2 -3.28 -12.00 7.41
H3 -3.02 -11.03 8.90
H4 -2.93 -8.43 7.51
H5 -3.86 -8.90 8.97
H6 -5.43 -8.10 6.50
H7 -4.80 -6.87 7.65
H8 -6.16 -7.80 9.28
H9 -8.25 -8.77 8.50
H10 -7.55 -8.56 6.91
H11 -9.19 -6.61 7.65
H12 -7.66 -6.15 6.98
H13 -7.71 -4.23 9.95
H14 -9.07 -4.45 8.90
H15 -7.55 -4.15 8.18
O3 -6.90 -10.67 9.81
H16 -6.32 -11.41 9.82
H17 -6.35 -9.95 9.48
O4 -5.77 -13.40 8.22
H18 -6.51 -12.81 7.96
H19 -6.11 -14.11 8.79
O5 -7.50 -11.30 6.93
H20 -6.70 -10.96 6.51
H21 -7.59 -10.89 7.79

---

#B
ORCA calculation (ωB97M-V/def2-TZVPD) on 6 unconnected molecules or ions with the total composition C6H21NO5.

SMILES: C=NC(=C)CCC.O.O.O.O.O
Charge: 0
HOMO-LUMO gap: 9.6 eV

Cartesian coordinates (Å):
C1 -1.77 1.64 -1.01
N1 -1.29 0.52 -0.71
C2 -1.58 0.12 0.65
C3 -2.78 0.14 1.01
C4 -0.31 -0.28 1.38
C5 -0.31 -1.69 2.16
C6 0.41 -2.87 1.52
H1 -1.95 2.04 -2.04
H2 -1.78 2.55 -0.51
H3 -3.66 0.32 0.23
H4 -2.99 -0.18 2.08
H5 -0.25 0.48 2.25
H6 0.55 -0.18 0.68
H7 -1.38 -1.90 2.33
H8 0.24 -1.48 3.09
H9 1.45 -2.47 1.21
H10 0.48 -3.79 2.08
H11 -0.20 -3.15 0.48
O1 3.32 0.00 -1.22
H12 2.81 -0.14 -1.95
H13 3.87 -0.83 -1.14
O2 -1.56 -1.89 -3.37
H14 -0.72 -2.23 -2.87
H15 -2.25 -1.99 -2.77
O3 0.71 4.07 1.15
H16 -0.18 4.15 1.40
H17 1.11 3.31 1.64
O4 1.10 1.01 -3.54
H18 0.59 1.71 -3.52
H19 0.62 0.27 -3.19
O5 2.54 1.23 1.09
H20 2.15 0.29 1.13
H21 3.01 1.23 0.28

---

Most stable structure - #A; separation to the second - 2.655 eV.

---

#A
ORCA calculation (ωB97M-V/def2-TZVPD) on a gas-phase ion, C7H12NO4 (charge +1).

Charge: +1
HOMO-LUMO gap: 8.9 eV

Cartesian coordinates (Å):
C1 -0.17 0.81 0.60
C2 -0.18 -1.41 -0.09
C3 -1.63 -1.51 0.19
C4 2.92 0.56 0.91
C5 2.41 0.56 -1.18
C6 1.97 -0.31 -0.01
C7 -3.11 0.47 -0.03
N1 0.52 -0.24 0.33
O1 3.14 1.45 -0.26
O2 -2.37 -0.44 -0.51
O3 -3.61 0.52 1.12
O4 -3.34 1.48 -0.84
H1 0.48 1.70 0.79
H2 0.41 -2.37 0.07
H3 -0.04 -1.28 -1.24
H4 -2.00 -2.53 -0.13
H5 -1.83 -1.38 1.25
H6 2.53 1.13 1.75
H7 3.82 -0.03 1.12
H8 3.12 0.11 -1.93
H9 1.51 1.18 -1.45
H10 2.32 -1.35 -0.07
H11 -4.02 1.45 1.26
H12 -2.85 1.42 -1.66

---

#B
ORCA calculation (ωB97M-V/def2-TZVPD) on a gas-phase ion, C7H12NO4 (charge +1).

Charge: +1
HOMO-LUMO gap: 8.6 eV

Cartesian coordinates (Å):
C1 -0.38 -0.64 0.68
C2 0.53 1.28 -0.29
C3 1.20 1.34 1.12
C4 -2.80 -0.41 -1.28
C5 -1.21 -0.58 -2.62
C6 -1.45 0.32 -1.31
C7 2.30 -0.53 2.08
N1 -0.54 0.17 -0.28
O1 -2.49 -1.27 -2.33
O2 2.23 0.28 1.07
O3 1.62 -0.37 3.17
O4 3.11 -1.58 2.05
H1 -1.16 -1.55 0.76
H2 -0.04 2.14 -0.40
H3 1.29 1.22 -1.13
H4 1.74 2.28 1.38
H5 0.52 1.16 1.99
H6 -3.05 -0.98 -0.34
H7 -3.61 0.24 -1.60
H8 -1.47 0.00 -3.52
H9 -0.39 -1.20 -2.88
H10 -1.52 1.37 -1.60
H11 1.86 -0.94 3.97
H12 3.69 -1.77 1.30

---

Most stable structure - #A; separation to the second - 0.366 eV.

---

#A
ORCA calculation (ωB97M-V/def2-TZVPD) on a single CH2OS molecule.

SMILES: OC=S
Charge: 0
HOMO-LUMO gap: 9.4 eV

Cartesian coordinates (Å):
O1 0.95 -0.30 -0.16
C1 -0.23 0.29 -0.07
S1 -1.74 -0.23 -0.10
H1 1.02 -1.14 0.28
H2 -0.01 1.38 0.05

---

#B
ORCA calculation (ωB97M-V/def2-TZVPD) on a single CH2OS molecule.

SMILES: O=CS
Charge: 0
HOMO-LUMO gap: 11.1 eV

Cartesian coordinates (Å):
O1 -1.38 -0.37 -0.13
C1 -0.41 0.32 -0.03
S1 1.26 -0.07 -0.12
H1 -0.59 1.43 0.04
H2 1.11 -1.30 0.24

---

Most stable structure - #B; separation to the second - 0.210 eV.

---

#A
ORCA calculation (ωB97M-V/def2-TZVPD) on 2 unconnected molecules or ions with the total composition C2H3N2O2.

Charge: -1
HOMO-LUMO gap (alpha / beta): 5.8 / 7.0 eV

Cartesian coordinates (Å):
C1 0.78 0.05 0.07
C2 -0.07 -0.98 -0.54
N1 0.91 0.10 1.34
N2 -2.16 1.01 0.29
O1 -1.34 0.95 -0.60
O2 -0.56 -1.89 0.20
H1 1.06 0.83 -0.57
H2 -0.02 -1.09 -1.71
H3 1.39 1.01 1.52

---

#B
ORCA calculation (ωB97M-V/def2-TZVPD) on a molecular structure, C2H3N2O2.

Charge: -1
HOMO-LUMO gap: 8.0 eV

Cartesian coordinates (Å):
C1 2.23 -1.36 1.12
C2 -0.03 0.00 0.11
N1 2.91 -2.19 0.69
N2 1.52 -0.50 1.79
O1 2.50 0.97 1.41
O2 0.20 -0.25 1.48
H1 -0.04 -0.94 -0.46
H2 0.75 0.67 -0.26
H3 -1.01 0.48 0.05

---

#C
ORCA calculation (ωB97M-V/def2-TZVPD) on a gas-phase ion, C2H3N2O2 (charge -1).

SMILES: O=C([O-])N1CN1
Charge: -1
HOMO-LUMO gap: 8.3 eV

Cartesian coordinates (Å):
O1 2.42 -0.82 0.23
C1 1.48 0.01 -0.06
O2 1.60 1.18 -0.47
N1 0.13 -0.41 0.40
C2 -0.91 0.44 -0.14
N2 -0.99 -0.99 -0.31
H1 -0.51 1.10 -0.80
H2 -1.48 0.89 0.70
H3 -1.73 -1.41 0.45

---

Most stable structure - #C; separation to the second - 2.264 eV.